Density functional theory data (ωB97M-V with the def2-TZVPD basis set) for a structure of composition C30H34Cl2CrN7O2SSi.

CARTESIAN COORDINATES (ANGSTROEM)
Cr (-0.45396, 0.58534, 0.35538)
Cl (-5.21769, 5.50480, -0.51404)
C (-3.95548, 4.53776, 0.17696)
C (-3.47098, 3.46287, -0.56550)
C (-2.46770, 2.67633, -0.02653)
N (-1.93301, 1.51127, -0.57565)
C (-2.68290, 0.75932, -1.40987)
O (-3.38720, 1.09273, -2.34438)
C (-2.75408, -0.65705, -0.88263)
C (-3.57559, -1.61585, -1.44712)
C (-3.87133, -2.74581, -0.70413)
C (-3.37015, -2.85106, 0.58438)
C (-2.51595, -1.86462, 1.05038)
N (-2.16978, -0.80794, 0.31604)
C (-1.92229, 2.98049, 1.23515)
C (-2.41713, 4.04323, 1.96987)
C (-3.44031, 4.82076, 1.42913)
Cl (-4.03989, 6.14979, 2.36874)
N (-0.83886, 2.14029, 1.55664)
C (0.13704, 2.62295, 2.35301)
O (0.07078, 3.43445, 3.26632)
C (1.50106, 2.14151, 1.90973)
C (2.65805, 2.63917, 2.48959)
C (3.87646, 2.24249, 1.96822)
C (3.89661, 1.35519, 0.90212)
C (2.69585, 0.90459, 0.38144)
N (1.52035, 1.30032, 0.87078)
H (-3.87444, 3.25548, -1.54381)
H (-4.00199, -1.42261, -2.42115)
H (-4.52395, -3.51117, -1.10324)
H (-3.63583, -3.67634, 1.22912)
H (-2.14049, -1.91558, 2.06630)
H (-2.02042, 4.27469, 2.94379)
H (2.56097, 3.33251, 3.31279)
H (4.80117, 2.62321, 2.38176)
H (4.82512, 1.02120, 0.46160)
H (2.65871, 0.23598, -0.46792)
C (-0.85349, -0.00141, -5.38704)
Si (0.88286, -0.54066, -4.94461)
C (1.44896, -1.89973, -6.11254)
C (2.08468, 0.88485, -5.09423)
C (0.79534, -1.30521, -3.21436)
C (0.75112, -2.67402, -3.05518)
C (0.51186, -3.26451, -1.80313)
C (0.28855, -2.42866, -0.74074)
N (0.32567, -1.09238, -0.85347)
C (0.58820, -0.52651, -2.04476)
S (0.55202, 1.17997, -1.95710)
H (-0.91913, 0.33411, -6.42340)
H (-1.18287, 0.81448, -4.74172)
H (-1.55257, -0.83051, -5.25514)
H (1.65627, -1.46646, -7.09289)
H (0.70144, -2.68122, -6.25605)
H (2.37057, -2.36877, -5.76140)
H (2.06617, 1.23527, -6.12907)
H (3.10663, 0.57195, -4.86941)
H (1.82811, 1.71428, -4.43915)
H (0.89374, -3.32150, -3.91271)
H (0.48285, -4.33678, -1.67572)
H (0.04910, -2.83620, 0.23673)
C (2.90047, -1.39414, 3.33557)
C (1.52258, -1.37993, 4.00388)
C (1.64277, -0.82012, 5.41729)
C (0.93952, -2.79024, 4.04609)
N (0.56184, -0.49215, 3.32227)
N (0.26605, -0.83446, 1.97434)
H (3.54353, -2.13994, 3.80484)
H (3.38267, -0.41926, 3.42365)
H (2.85030, -1.65115, 2.27400)
H (2.35152, -1.40725, 6.00165)
H (0.67433, -0.83355, 5.91631)
H (1.99940, 0.21196, 5.39496)
H (1.52937, -3.41761, 4.71436)
H (0.95183, -3.27023, 3.06414)
H (-0.08664, -2.76659, 4.41549)
H (0.89661, 0.46273, 3.33912)
H (-0.40057, -1.59404, 2.02949)
H (1.07755, -1.20513, 1.47638)

Properties
HOMO-LUMO gap (spin up / spin down): 6.59 / 6.53 eV
energy above the lowest of the compared OMol25 structures with the same formula, charge and spin: 22.2 kcal per mole
electronic energy: -118369.5846 eV
net charge: 0
multiplicity: 2